The following is a quantum chemistry calculation of CH2I2Na as an isolated structure at a distorted geometry, from the Open Molecules 2025 dataset.

The geometry in ORCA input format:
```
! wB97M-V def2-TZVPD RIJCOSX def2/J DEFGRID3
* xyz 1 1
I -0.40892 1.78320 -0.20697
I 1.04856 -1.34108 0.70211
C -0.47049 -0.32523 -0.36283
H -1.45334 -0.67635 0.00621
H -0.39447 -0.60093 -1.43224
Na 1.67865 1.16038 1.29372
*
```

The value obtained for the total energy is -796.76054 Ha. For the HOMO energy, the calculation gives -0.532 Ha.

Per-atom natural (NBO) charges, elementary charge units: number 1, I, carries 0.176; number 2, I, carries 0.176; number 3, C, carries -0.758; number 4, H, carries 0.260; number 5, H, carries 0.260; number 6, Na, carries 0.886



The following is a quantum chemistry calculation of C31H48BrFI2N10O11PS3 as an isolated structure at a distorted geometry, from the Open Molecules 2025 dataset.

The geometry in ORCA input format:
```
! wB97M-V def2-TZVPD RIJCOSX def2/J DEFGRID3
* xyz 1 1
C 2.28887 -0.39745 2.90823
C 0.79310 -0.53969 2.49974
I -0.49505 -0.11033 4.26580
C 0.26556 -0.86059 1.17384
I -1.94728 -0.67890 1.29259
N 1.09507 -1.16615 -0.02737
O 2.15833 -0.36653 -0.08794
C 2.34650 0.99129 -0.02959
C 1.36211 2.11171 0.52419
C 2.31313 3.43722 0.71268
O 0.30056 2.55971 -0.34665
C 0.36698 -0.84394 -1.36007
N -0.91549 -1.47524 -1.59967
C 1.22352 -1.11575 -2.70409
C 0.22224 -1.56497 -3.93464
C 0.13820 -3.07818 -4.25607
C -0.85240 -3.51604 -5.40381
C -1.62507 -2.34717 -6.12386
C -1.36573 -0.90928 -5.60870
N -0.50249 -0.49842 -4.54987
P 2.06041 0.36641 -3.55708
C 1.17594 1.99688 -3.39305
C 3.92251 0.41850 -3.38935
O 2.17668 -2.16505 -2.65975
C 2.60697 -2.72242 -1.45451
Br 2.95986 -4.64474 -2.04665
N 4.03687 -2.22817 -1.22935
C 4.86759 -2.86078 -2.03469
S 5.98397 -3.04665 -3.26475
C 1.66296 -2.59686 -0.10817
C 2.75900 -2.96112 1.02880
C 2.22116 -3.59197 2.39918
F 3.30793 -3.57776 3.37533
C 0.67321 -3.81611 -0.11561
C -0.57660 -3.98815 0.84950
C -2.01991 -4.10804 0.10057
S -3.22397 -4.81990 1.34971
C -4.89824 -4.60102 0.58539
S -5.80686 -5.97667 0.22700
N -5.36547 -3.23001 0.30080
C -6.16884 -2.39907 1.17771
C -6.41617 -1.06661 0.40130
N -5.73731 -1.12585 -0.88590
C -5.11314 -2.43963 -0.88265
H 2.38661 0.56542 3.55317
H 2.55636 -1.24076 3.65964
H 3.12103 -0.33727 2.15915
H 2.71660 1.44038 -1.03904
H 3.30457 1.18127 0.61348
H 0.91470 1.95886 1.55973
H 1.69194 4.22342 1.29343
H 3.26171 3.21332 1.30691
H 2.60206 3.86567 -0.33378
H 0.33152 3.54472 -0.40859
H 0.10725 0.28761 -1.41951
H -1.64833 -0.89589 -2.01031
H -0.99117 -2.46867 -1.74243
H 0.69890 -3.91724 -3.73357
H -0.95545 -4.61325 -5.68387
H -2.32409 -2.62122 -6.98122
H -1.94450 -0.06978 -6.14978
H 0.13337 1.95035 -2.89223
H 1.00207 2.44342 -4.43988
H 1.75152 2.80597 -2.80033
H 4.35634 0.86171 -2.43003
H 4.33091 -0.64128 -3.60679
H 4.33345 1.07069 -4.25461
H 3.42406 -3.82978 0.63656
H 3.51034 -2.13861 1.25257
H 1.24336 -3.18236 2.80397
H 2.03153 -4.72011 2.21179
H 1.30848 -4.75636 0.13535
H 0.29076 -4.06722 -1.18417
H -0.53789 -5.03351 1.36715
H -0.62249 -3.29857 1.76976
H -2.39556 -3.11966 -0.31852
H -1.99266 -4.85558 -0.77461
H -6.53280 -2.72122 2.20469
H -7.04048 -0.21723 0.83201
H -4.53065 -2.71053 -1.83813
C -2.31195 1.51661 8.11096
N -2.52118 0.23184 7.39219
O -3.33828 0.22522 6.48263
O -1.85910 -0.72296 7.76549
H -2.96243 2.27272 7.67480
H -2.56080 1.35119 9.15856
H -1.26483 1.79310 7.99171
C 6.31763 5.12032 -1.20217
N 4.84566 5.10099 -0.99611
O 4.39679 5.79134 -0.09227
O 4.19112 4.39113 -1.75254
H 6.76603 5.78631 -0.46721
H 6.68101 4.10143 -1.07236
H 6.50293 5.48074 -2.21350
C -3.29702 2.54490 -0.52374
N -3.47994 4.01823 -0.46442
O -2.47067 4.71042 -0.45818
O -4.62564 4.43041 -0.42538
H -2.23039 2.32468 -0.55285
H -3.75408 2.12165 0.37013
H -3.78989 2.18749 -1.42771
C -3.28045 6.23754 2.15236
N -2.76584 5.96816 3.52061
O -2.26635 6.90140 4.12668
O -2.88185 4.82511 3.93840
H -3.11219 7.28599 1.91323
H -2.73525 5.59287 1.46386
H -4.34554 6.00793 2.15043
*
```

The value obtained for the total energy is -7389.12064 Ha. For the HOMO energy, the calculation gives -0.352 Ha.

These are the Mulliken partial charges, in e, on atoms 1 to 8: number 1, C, carries -0.992; number 2, C, carries -0.995; number 3, I, carries 0.260; number 4, C, carries 0.194; number 5, I, carries 0.287; number 6, N, carries 1.625; number 7, O, carries -0.321; number 8, C, carries 0.126



The following is a quantum chemistry calculation of C3H7N3O2 as an isolated structure at a distorted geometry, from the Open Molecules 2025 dataset.

The geometry in ORCA input format:
```
! wB97M-V def2-TZVPD RIJCOSX def2/J DEFGRID3
* xyz 0 1
C -1.47807 0.76637 -0.12571
N 0.96281 0.02257 0.61089
C 0.64375 -1.19230 1.29037
C -0.21384 0.36196 -0.85206
N -0.12814 0.89334 -2.12565
O 1.77104 -1.60921 1.92948
N 0.65988 -0.64296 -0.64972
O -0.42755 -1.71929 1.53693
H 1.46058 -2.33022 2.50504
H 1.93644 0.31032 0.64451
H -0.51091 1.81324 -2.29016
H 0.71711 0.66614 -2.63258
H -1.44181 0.56432 0.94226
H -2.32723 0.24812 -0.57628
H -1.62406 1.84760 -0.20730
*
```

The value obtained for the energy above the lowest of the compared OMol25 structures with the same formula, charge and spin is 99.5 kcal per mole. The value obtained for the total energy is -433.16415 Ha. For the HOMO energy, the calculation gives -0.306 Ha.

These are the natural (NBO) partial charges, in e, on atoms 1 to 8: number 1, C, carries -0.692; number 2, N, carries -0.541; number 3, C, carries 0.911; number 4, C, carries 0.552; number 5, N, carries -0.779; number 6, O, carries -0.699; number 7, N, carries -0.518; number 8, O, carries -0.627



The following is a quantum chemistry calculation of C29H24N6O2STe4Ti as an isolated structure at a distorted geometry, from the Open Molecules 2025 dataset.

The geometry in ORCA input format:
```
! wB97M-V def2-TZVPD RIJCOSX def2/J DEFGRID3
* xyz -2 1
Ti -0.34695 -1.48984 0.76180
C -2.81940 0.80983 -3.32444
C -2.56476 -0.54927 -3.43490
C -2.49182 -1.35319 -2.30580
C -2.61487 -0.81631 -1.02633
C -2.92779 0.54878 -0.92942
C -3.01805 1.34885 -2.05502
N -2.34138 -1.60409 0.11781
C -3.14801 -1.38586 1.23447
C -4.50862 -1.07778 1.18655
C -5.24245 -0.88812 2.35382
C -4.62942 -1.01166 3.59384
C -3.27821 -1.33692 3.67128
C -2.53598 -1.53049 2.51259
N -1.17571 -1.79769 2.45112
N -0.36607 -1.68811 3.57436
C 0.89913 -1.84679 3.24554
C 1.92265 -1.72737 4.25228
C 3.21142 -1.97662 3.92807
C 3.54741 -2.38462 2.60007
C 2.55295 -2.45572 1.67548
N 1.25744 -2.13999 1.93175
H -2.86745 1.43916 -4.20578
H -2.40738 -0.99578 -4.40948
H -2.32066 -2.41654 -2.40880
H -3.04193 0.98469 0.05596
H -3.22449 2.40817 -1.93945
H -4.98675 -0.97276 0.22027
H -6.29608 -0.63913 2.29026
H -5.19981 -0.85878 4.50325
H -2.77331 -1.43065 4.62452
H 1.61025 -1.45284 5.25104
H 3.98930 -1.89514 4.68014
H 4.56090 -2.64063 2.32626
H 2.75408 -2.78470 0.66238
C 3.09398 4.94917 -4.20533
C 2.66134 3.64904 -3.57948
C 3.59959 2.72307 -3.14339
C 3.20427 1.50629 -2.59659
C 1.85757 1.22512 -2.47573
C 0.90032 2.13612 -2.90312
C 1.30833 3.34009 -3.45225
S 1.30483 -0.34208 -1.82252
O 2.48244 -0.97452 -1.27982
O 0.66554 -0.97588 -2.93528
N 0.18501 0.03245 -0.67924
C 0.59982 0.69885 0.48608
C 1.85545 1.32575 0.65745
C 2.10988 1.90378 1.86948
C 1.15547 1.83304 2.89349
C -0.02566 1.18592 2.64610
N -0.33709 0.62157 1.46237
H 4.12190 5.19212 -3.93442
H 2.45059 5.77278 -3.89280
H 3.04569 4.88876 -5.29536
H 4.65563 2.95797 -3.22174
H 3.92679 0.77230 -2.26356
H -0.15134 1.88633 -2.81056
H 0.56468 4.05775 -3.78194
H 2.59212 1.32680 -0.12468
H 3.05846 2.40117 2.03594
H 1.33951 2.26149 3.86837
H -0.78395 1.07874 3.41180
Te -0.95093 -4.45315 0.92300
Te -1.02220 -7.09223 0.39493
Te 1.03665 -5.09699 -2.82464
Te 0.31713 -3.18369 -1.09208
*
```

The value obtained for the energy above the lowest of the compared OMol25 structures with the same formula, charge and spin is 85.2 kcal per mole. The value obtained for the total energy is -3918.34204 Ha. For the HOMO energy, the calculation gives -0.006 Ha.

These are the natural (NBO) partial charges, in e, on atoms 1 to 8: number 1, Ti, carries 1.109; number 2, C, carries -0.280; number 3, C, carries -0.198; number 4, C, carries -0.237; number 5, C, carries 0.267; number 6, C, carries -0.271; number 7, C, carries -0.223; number 8, N, carries -0.729